[1]
A structure of composition C47H36N7O2Ti in a non-equilibrium geometry. Source: the Open Molecules 2025 dataset; level of theory: ωB97M-V/def2-TZVPD.

Element x y z (Å)
Ti1 0.941 -0.977 -0.679
C1 2.024 -3.921 -2.253
O1 1.307 -3.248 -1.207
C2 0.557 -4.049 -0.355
C3 0.217 -5.361 -0.603
C4 -0.489 -6.057 0.374
C5 -0.821 -5.439 1.572
C6 -0.478 -4.111 1.800
C7 0.196 -3.410 0.816
N1 0.581 -2.063 0.876
N2 0.554 -1.457 2.093
C8 0.998 -0.259 2.236
C9 1.721 0.483 1.113
O2 2.422 -0.429 0.317
C10 2.621 1.568 1.600
C11 2.609 2.001 2.852
C12 1.700 1.464 3.877
C13 1.638 2.042 5.141
C14 0.792 1.530 6.111
C15 0.004 0.421 5.819
C16 0.065 -0.163 4.564
C17 0.908 0.353 3.585
H1 2.538 -4.778 -1.827
H2 1.340 -4.231 -3.040
H3 2.743 -3.216 -2.645
H4 0.493 -5.848 -1.528
H5 -0.766 -7.087 0.195
H6 -1.353 -5.992 2.336
H7 -0.714 -3.619 2.733
H8 3.317 1.953 0.863
H9 3.294 2.788 3.151
H10 2.261 2.903 5.358
H11 0.746 1.990 7.091
H12 -0.654 0.009 6.574
H13 -0.540 -1.031 4.332
C18 -3.759 1.115 2.437
C19 -3.636 1.628 1.151
C20 -2.834 0.982 0.221
C21 -2.149 -0.176 0.567
C22 -2.292 -0.707 1.840
C23 -3.093 -0.057 2.773
N3 -1.314 -0.793 -0.428
C24 -1.947 -1.436 -1.394
C25 -3.341 -1.816 -1.382
C26 -3.877 -2.436 -2.456
C27 -3.099 -2.725 -3.631
C28 -1.789 -2.378 -3.694
C29 -1.191 -1.743 -2.577
N4 0.088 -1.287 -2.568
N5 0.739 -1.329 -3.702
C30 2.050 -0.957 -3.511
C31 2.870 -0.764 -4.622
C32 4.175 -0.379 -4.420
C33 4.652 -0.196 -3.120
C34 3.793 -0.411 -2.071
N6 2.515 -0.796 -2.253
H14 -4.380 1.616 3.169
H15 -4.169 2.529 0.868
H16 -2.749 1.353 -0.792
H17 -1.786 -1.627 2.099
H18 -3.199 -0.478 3.766
H19 -3.935 -1.615 -0.503
H20 -4.919 -2.733 -2.429
H21 -3.567 -3.229 -4.468
H22 -1.183 -2.579 -4.565
H23 2.452 -0.918 -5.608
H24 4.828 -0.214 -5.268
H25 5.672 0.100 -2.926
H26 4.100 -0.300 -1.043
N7 0.740 0.940 -0.006
C35 0.305 2.121 -0.233
C36 0.180 3.158 0.818
C37 0.724 4.426 0.619
C38 0.590 5.387 1.606
C39 -0.128 5.098 2.765
C40 -0.707 3.850 2.940
C41 -0.546 2.871 1.968
C42 -0.166 2.476 -1.596
C43 -1.245 3.349 -1.749
C44 -1.702 3.668 -3.015
C45 -1.061 3.151 -4.139
C46 0.039 2.320 -3.993
C47 0.487 1.985 -2.723
H27 1.259 4.650 -0.297
H28 1.030 6.366 1.469
H29 -0.248 5.859 3.528
H30 -1.277 3.630 3.835
H31 -0.993 1.890 2.099
H32 -1.730 3.764 -0.873
H33 -2.553 4.328 -3.130
H34 -1.417 3.410 -5.128
H35 0.553 1.934 -4.866
H36 1.364 1.363 -2.600

Computed properties:
Net charge ... +1
LUMO energy (spin up / spin down) ... -0.1462 / -0.1528 Ha
HOMO (spin up / spin down) ... -0.3583 / -0.3616 hartree
Kohn-Sham gap (spin up / spin down) ... 5.773 / 5.682 eV
Multiplicity ... 1

Now the Mulliken charges, all in e:
1 Ti -2.493
2 C -1.244
3 O 0.322
4 C 0.467
5 C -0.633
6 C -0.887
7 C -0.793
8 C -0.968
9 C 0.973
10 N 1.867
11 N -1.266
12 C 0.073
13 C 2.986
14 O -0.385
15 C -1.773
16 C -0.881
17 C 1.092
18 C -0.778
19 C -0.740
20 C -0.924
21 C -0.602
22 C 0.699
23 H 0.546
24 H 0.349
25 H 0.230
26 H 0.505
27 H 0.427
28 H 0.437
29 H 0.480
30 H 0.405
31 H 0.458
32 H 0.463
33 H 0.431
34 H 0.459
35 H 0.489
36 C -0.899
37 C -0.914
38 C 0.319
39 C -1.368
40 C -0.095
41 C -0.573
42 N 1.297
43 C 0.350
44 C -1.111
45 C -0.706
46 C -0.725
47 C -1.115
48 C 1.073
49 N 2.725
50 N -1.742
51 C -0.471
52 C -0.736
53 C -0.442
54 C -1.046
55 C -0.679
56 N 1.503
57 H 0.449
58 H 0.431
59 H 0.858
60 H 0.332
61 H 0.481
62 H 0.573
63 H 0.448
64 H 0.436
65 H 0.506
66 H 0.572
67 H 0.442
68 H 0.458
69 H 0.562
70 N 0.290
71 C 0.284
72 C 0.114
73 C -0.407
74 C -1.003
75 C -0.708
76 C -0.830
77 C 0.401
78 C 0.356
79 C -0.485
80 C -0.871
81 C -0.619
82 C -0.745
83 C -0.210
84 H 0.567
85 H 0.472
86 H 0.444
87 H 0.534
88 H 0.148
89 H 0.572
90 H 0.460
91 H 0.429
92 H 0.479
93 H 0.341


[2]
A structure of composition C49H34BrCl2F5GaN2OP2S. Source: the Open Molecules 2025 dataset; level of theory: ωB97M-V/def2-TZVPD.

Element x y z (Å)
Ga1 0.147 1.710 -0.006
Cl1 -0.794 2.783 2.141
C1 0.639 2.904 3.149
C2 0.483 3.550 4.361
C3 1.589 3.718 5.174
C4 2.822 3.239 4.760
C5 2.944 2.594 3.543
Cl2 4.515 2.025 3.081
C6 1.854 2.398 2.682
S1 2.129 1.580 1.156
H1 -0.489 3.922 4.653
H2 1.494 4.226 6.123
H3 3.700 3.365 5.377
Br1 2.959 7.621 3.560
C7 2.437 6.468 2.164
C8 3.400 5.718 1.505
C9 3.010 4.827 0.519
C10 1.665 4.690 0.211
C11 0.707 5.458 0.858
C12 1.094 6.364 1.831
N1 1.210 3.678 -0.684
C13 1.773 3.502 -1.802
C14 1.348 2.329 -2.619
C15 1.674 2.321 -4.047
C16 1.381 1.251 -4.782
C17 0.689 0.085 -4.166
C18 0.088 0.326 -2.766
N2 0.700 1.413 -2.009
H4 4.442 5.813 1.775
H5 3.745 4.187 0.047
H6 -0.336 5.348 0.594
H7 0.359 6.972 2.338
H8 2.551 4.161 -2.187
H9 2.152 3.196 -4.464
H10 1.624 1.225 -5.837
H11 -0.072 -0.294 -4.847
H12 -0.993 0.475 -2.705
C19 -1.423 -1.931 0.110
P1 0.027 -0.837 0.317
C20 1.223 -1.162 -0.985
C21 2.545 -1.032 -0.856
C22 3.424 -0.887 -2.029
C23 2.960 -0.898 -3.277
C24 1.514 -1.126 -3.591
C25 0.591 -1.080 -2.347
C26 0.676 -1.280 1.940
C27 1.709 -2.188 2.140
C28 2.149 -2.458 3.427
C29 1.552 -1.833 4.514
C30 0.503 -0.946 4.319
C31 0.066 -0.668 3.034
P2 -1.190 -3.721 0.578
C32 -0.207 -4.324 -0.846
C33 1.048 -4.864 -0.582
C34 1.861 -5.314 -1.617
C35 1.415 -5.241 -2.927
C36 0.151 -4.727 -3.203
C37 -0.650 -4.271 -2.169
C38 -2.875 -4.319 0.160
C39 -3.079 -5.523 -0.511
C40 -4.362 -6.010 -0.716
C41 -5.462 -5.302 -0.253
C42 -5.271 -4.110 0.431
C43 -3.989 -3.629 0.643
H13 -1.853 -1.818 -0.890
H14 -2.144 -1.521 0.817
H15 3.004 -0.983 0.123
H16 4.485 -0.775 -1.848
H17 3.647 -0.809 -4.111
H18 1.420 -2.027 -4.199
H19 -0.229 -1.787 -2.443
H20 2.165 -2.694 1.299
H21 2.955 -3.161 3.584
H22 1.901 -2.045 5.516
H23 0.030 -0.466 5.166
H24 -0.745 0.036 2.883
H25 1.390 -4.933 0.444
H26 2.834 -5.733 -1.397
H27 2.041 -5.601 -3.733
H28 -0.213 -4.701 -4.223
H29 -1.647 -3.903 -2.388
H30 -2.234 -6.093 -0.877
H31 -4.501 -6.946 -1.240
H32 -6.461 -5.681 -0.417
H33 -6.121 -3.557 0.808
H34 -3.867 -2.708 1.201
F1 -6.794 1.341 -0.762
C44 -5.489 1.597 -0.731
C45 -4.903 2.385 -1.707
F2 -5.650 2.888 -2.685
C46 -3.546 2.644 -1.674
F3 -3.009 3.394 -2.641
C47 -2.714 2.129 -0.676
O1 -1.415 2.415 -0.732
C48 -3.339 1.356 0.298
F4 -2.620 0.869 1.334
C49 -4.696 1.085 0.278
F5 -5.232 0.334 1.240

Computed properties:
Net charge ... +1
LUMO energy ... -0.1460 Ha
HOMO ... -0.3857 hartree
Kohn-Sham gap ... 6.521 eV
Multiplicity ... 1

Now the Mulliken charges, all in e:
1 Ga 0.664
2 Cl -0.266
3 C 0.592
4 C -0.974
5 C -0.749
6 C -0.572
7 C -0.205
8 Cl -0.209
9 C 0.907
10 S -0.201
11 H 0.533
12 H 0.453
13 H 0.499
14 Br -0.132
15 C 0.050
16 C -0.669
17 C -0.109
18 C -0.598
19 C -0.153
20 C -0.616
21 N 0.254
22 C -0.237
23 C 1.122
24 C -1.077
25 C -1.255
26 C -0.057
27 C -1.127
28 N 0.719
29 H 0.453
30 H 0.386
31 H 0.456
32 H 0.473
33 H 0.656
34 H 0.534
35 H 0.450
36 H 0.687
37 H 0.091
38 C -1.259
39 P 0.831
40 C 0.109
41 C 0.059
42 C -1.214
43 C -1.293
44 C 0.032
45 C -0.053
46 C 1.303
47 C -0.631
48 C -0.984
49 C -0.776
50 C -0.565
51 C -0.919
52 P 0.084
53 C 0.643
54 C -0.453
55 C -0.771
56 C -0.466
57 C -0.746
58 C -0.282
59 C 0.833
60 C -0.491
61 C -0.663
62 C -0.509
63 C -0.667
64 C -0.534
65 H 0.833
66 H 0.471
67 H 0.607
68 H 0.551
69 H 0.418
70 H 0.625
71 H -0.198
72 H 0.515
73 H 0.481
74 H 0.406
75 H 0.489
76 H 0.472
77 H 0.503
78 H 0.465
79 H 0.436
80 H 0.448
81 H 0.490
82 H 0.394
83 H 0.399
84 H 0.390
85 H 0.433
86 H 0.355
87 F -0.300
88 C 0.685
89 C 0.237
90 F -0.292
91 C 0.189
92 F -0.321
93 C -0.181
94 O -0.312
95 C 0.472
96 F -0.157
97 C -0.051
98 F -0.342


[3]
A cluster of 4 separate species, C6H17NO4 in total in a non-equilibrium geometry. Source: the Open Molecules 2025 dataset; level of theory: ωB97M-V/def2-TZVPD.

Element x y z (Å)
C1 -3.152 -0.514 -1.224
C2 -1.751 -0.518 -0.698
C3 -0.792 -0.081 -1.534
C4 0.686 -0.100 -1.277
C5 1.302 -1.473 -0.854
N1 0.582 -2.681 -0.552
C6 2.254 -1.133 0.368
O1 3.146 -0.366 0.069
H1 -3.803 -1.239 -0.730
H2 -3.603 0.468 -1.039
H3 -3.108 -0.820 -2.271
H4 -1.536 -0.668 0.356
H5 -1.070 0.049 -2.575
H6 1.207 0.368 -2.114
H7 1.005 0.638 -0.532
H8 2.127 -1.767 -1.515
H9 0.029 -2.974 -1.361
H10 -0.180 -2.588 0.120
H11 2.049 -1.180 1.453
O2 2.624 2.390 0.641
H12 2.678 1.736 1.356
H13 3.323 3.027 0.743
O3 0.565 0.140 3.713
H14 1.461 0.155 4.081
H15 0.520 0.910 3.125
O4 -2.405 2.663 1.108
H16 -2.406 3.421 0.513
H17 -1.752 2.136 0.629

Computed properties:
Structure (SMILES) ... C/C=C/C[C@H](N)C=O.O.O.O
LUMO energy ... 0.0136 Ha
HOMO ... -0.3456 hartree
Kohn-Sham gap ... 9.775 eV
Multiplicity ... 1

Now the Mulliken charges, all in e:
1 C -1.306
2 C -0.025
3 C -0.407
4 C -0.641
5 C 0.378
6 N -0.713
7 C -0.304
8 O -0.442
9 H 0.368
10 H 0.227
11 H 0.341
12 H 0.554
13 H 0.291
14 H 0.374
15 H 0.099
16 H 0.298
17 H 0.322
18 H 0.263
19 H 0.361
20 O -0.602
21 H 0.284
22 H 0.297
23 O -0.633
24 H 0.315
25 H 0.309
26 O -0.625
27 H 0.325
28 H 0.292


[4]
A cluster of 2 separate species, C4H5BrO2 in total in a non-equilibrium geometry. Source: the Open Molecules 2025 dataset; level of theory: ωB97M-V/def2-TZVPD.

Element x y z (Å)
C1 1.523 -3.552 -1.323
C2 -0.944 -1.163 -1.766
C3 -0.373 0.101 0.422
C4 -0.460 0.051 -1.134
O1 0.500 -4.033 -1.490
O2 2.587 -3.086 -1.196
Br1 -2.131 -2.109 -0.680
H1 0.376 0.935 0.806
H2 0.098 -0.933 0.674
H3 -1.228 0.110 1.018
H4 0.597 0.388 -1.609
H5 -1.175 0.757 -1.732

Computed properties:
LUMO energy ... -0.0167 Ha
HOMO ... -0.3194 hartree
Kohn-Sham gap ... 8.236 eV
Multiplicity ... 1

Now the Mulliken charges, all in e:
1 C 0.739
2 C -0.411
3 C -0.985
4 C -0.024
5 O -0.326
6 O -0.403
7 Br -0.040
8 H 0.262
9 H 0.252
10 H 0.383
11 H 0.247
12 H 0.308


Calculated electronic energy in order - -3195.73923 -9071.61227 -594.44218 -2879.79938 Eh
Calculated energy above the lowest of the compared OMol25 structures with the same formula, charge and spin in order - 41.10 212.07 256.82 232.50 kJ/mol